C3H9N2O | the ωB97M-V functional and the def2-TZVPD basis

```
! wB97M-V def2-TZVPD RIJCOSX def2/J DEFGRID3
* xyz 1 1
C 0.25437 -1.29664 0.02838
C 2.20030 1.19576 -0.48389
C -1.21534 -1.26690 0.00167
N 0.80242 0.92718 -0.50163
N -1.84499 -0.00788 0.86816
O 0.03951 1.72859 -0.07797
H 0.55458 -2.28054 -0.29027
H 2.49837 1.74291 -1.34284
H 2.85561 0.37866 -0.64899
H 2.50750 1.83058 0.33739
H -1.64388 -2.26485 0.27726
H -1.52299 -1.29510 -1.02898
H -1.31232 0.82294 0.42546
H -1.32889 -0.18655 1.71418
H -2.84426 -0.02814 0.72205
*
```

For the HOMO energy (alpha / beta), the calculation gives -0.4719 / -0.4729 Eh. As for the relative energy (zero: lowest compared OMol25 entry of this formula, charge and spin): 817.83 kJ/mol. The value obtained for the largest force on an atom is 5.03 eV Å⁻¹. The value obtained for the LUMO energy (alpha / beta) is -5.00 / -4.98 eV. As for the frontier orbital gap (alpha / beta): 0.288 / 0.290 Ha.

natural (NBO) population analysis, charges in e, atoms 1 to 2: -0.04, -0.54